# 1
Entry from the Open Molecules 2025 dataset: a cluster of 5 separate species, C30H25N5O10 in total in a non-equilibrium geometry (wB97M-V/def2-TZVPD).

Calculated values
- Strongest force on any atom: 4.19 eV/A
- Frontier orbital gap (spin up / spin down): 6.0 / 2.4 eV
- Net charge: +1
- ΔE to the lowest compared entry with this formula, charge and spin: 35.64 kJ/mol
- Total energy: -2183.458441 a.u.
- HOMO (spin up / spin down): -11.44 / -11.44 eV
- Spin multiplicity: 2

Structure (XYZ):
```
70
Properties=species:S:1:pos:R:3:nbo_charge:R:1
C 2.3746 6.8681 -2.8029 -0.17
C 1.9169 6.2516 -1.5685 -0.19
C 0.6889 5.6664 -1.5914 -0.21
C -0.2835 5.8084 -2.6049 0.02
C 0.1112 6.4711 -3.7158 -0.17
C 1.4775 6.9775 -3.8224 -0.22
N -1.6241 5.2951 -2.6423 0.52
O -1.7177 4.0939 -2.2733 -0.42
O -2.4516 6.0150 -3.1626 -0.32
H 3.3355 7.3564 -2.8708 0.22
H 2.5496 6.2475 -0.6933 0.23
H 0.5291 5.0439 -0.7235 0.23
H -0.5481 6.7591 -4.5213 0.24
H 1.9478 7.5190 -4.6300 0.23
C 2.5194 -3.6053 -4.0870 -0.20
C 2.3652 -3.7401 -5.4533 -0.22
C 2.8634 -4.8662 -6.1482 -0.19
C 3.5541 -5.8761 -5.4325 0.03
C 3.6839 -5.7830 -4.0296 -0.18
C 3.0681 -4.6595 -3.3815 -0.21
N 3.9062 -7.1687 -6.1110 0.51
O 4.3577 -8.1448 -5.4732 -0.37
O 3.6926 -7.2009 -7.3148 -0.36
H 2.1650 -2.7330 -3.5580 0.23
H 2.0288 -2.8496 -5.9634 0.22
H 2.8160 -4.8980 -7.2267 0.25
H 4.1009 -6.6184 -3.4869 0.25
H 3.1508 -4.6150 -2.3056 0.22
C -1.5818 1.1479 1.7930 -0.16
C -1.2787 1.3794 0.4565 -0.20
C -0.6132 0.4017 -0.3009 -0.22
C -0.3186 -0.7867 0.2140 0.02
C -0.5202 -1.0460 1.5747 -0.20
C -1.1495 -0.0652 2.3495 -0.20
N 0.1948 -1.9208 -0.6531 0.51
O 0.1676 -3.0889 -0.2295 -0.38
O 0.8123 -1.5593 -1.6738 -0.36
H -2.1460 1.8427 2.3974 0.24
H -1.4813 2.3440 0.0151 0.25
H -0.5107 0.5896 -1.3594 0.25
H -0.2564 -2.0285 1.9374 0.25
H -1.1537 -0.1151 3.4283 0.25
C 0.0011 3.5661 9.4495 -0.15
C 0.3549 4.2214 8.2507 -0.20
C 0.3728 3.4530 7.0764 -0.17
C 0.2232 2.0774 7.0669 0.00
C -0.1349 1.5228 8.3108 -0.15
C -0.2877 2.2665 9.4511 -0.23
N 0.2227 1.3184 5.8488 0.53
O 0.0688 1.9168 4.7669 -0.42
O 0.3368 0.1314 5.8862 -0.35
H -0.1197 4.2480 10.2782 0.22
H 0.4188 5.2988 8.2895 0.23
H 0.8562 3.8624 6.2016 0.24
H -0.3174 0.4593 8.3561 0.24
H -0.8031 1.9198 10.3346 0.23
C -3.0293 -2.0752 -2.2778 0.05
C -3.2079 -1.6532 -0.9717 -0.20
C -3.3572 -2.5138 0.1139 -0.13
C -3.2682 -3.9213 -0.1556 0.31
C -3.0508 -4.4028 -1.4791 -0.20
C -3.0604 -3.4710 -2.4714 -0.14
N -3.1641 -4.9420 0.9050 0.46
O -3.8784 -4.7353 1.8851 -0.27
O -2.3667 -5.8815 0.6644 -0.28
H -2.8823 -1.4222 -3.1253 0.26
H -3.2055 -0.5954 -0.7538 0.26
H -3.5197 -2.0786 1.0889 0.29
H -3.0423 -5.4040 -1.8840 0.29
H -2.9023 -3.8748 -3.4605 0.25
```


# 2
Entry from the Open Molecules 2025 dataset: an isolated molecule of C3H4N2OS in a non-equilibrium geometry (wB97M-V/def2-TZVPD).

Calculated values
- Strongest force on any atom: 4.44 eV/A
- Frontier orbital gap (spin up / spin down): 7.8 / 8.4 eV
- Net charge: 0
- ΔE to the lowest compared entry with this formula, charge and spin: 450.96 kJ/mol
- Total energy: -699.500368 a.u.
- HOMO (spin up / spin down): -7.99 / -9.25 eV

Structure (XYZ):
```
11
Properties=species:S:1:pos:R:3:nbo_charge:R:1
C 0.2182 0.6611 0.3971 0.05
C -0.1099 -0.8250 0.2107 -0.33
C 1.8276 0.3856 -1.0241 -0.08
N 1.1158 1.2085 -0.2866 -0.43
N -1.5571 -0.9829 -0.2155 -0.12
O -2.3318 -1.4116 0.7109 -0.34
S 1.0987 -1.2702 -1.0098 0.24
H -0.3329 1.3406 1.0319 0.20
H -0.1276 -1.4951 1.0598 0.26
H 2.7159 0.6019 -1.5827 0.22
H -1.8895 -0.2580 -0.7226 0.34
```


# 3
Entry from the Open Molecules 2025 dataset: a cluster of 2 separate species, C4H12S in total (wB97M-V/def2-TZVPD).

Calculated values
- Strongest force on any atom: 0.40 eV/A
- Frontier orbital gap: 9.9 eV
- Net charge: 0
- ΔE to the lowest compared entry with this formula, charge and spin: 11.40 kJ/mol
- Total energy: -557.766070 a.u.
- SMILES string: CCS.CC
- HOMO: -9.04 eV

Structure (XYZ):
```
17
Properties=species:S:1:pos:R:3:nbo_charge:R:1
C -0.7658 0.1562 -2.0287 -0.63
C 0.4630 0.9808 -1.6689 -0.51
S 1.9327 -0.0551 -1.2950 -0.07
H -1.3571 0.6489 -2.8033 0.22
H -1.4281 -0.0182 -1.1786 0.21
H -0.4977 -0.8202 -2.4288 0.22
H 0.7533 1.6492 -2.4758 0.22
H 0.3059 1.6001 -0.7928 0.21
H 2.7535 0.5108 -2.1671 0.12
C 0.0468 -1.2657 2.1802 -0.61
C -0.5949 0.1002 2.0069 -0.60
H -0.5861 -2.1056 1.8720 0.20
H 0.3084 -1.4153 3.2283 0.20
H 0.9735 -1.3514 1.6180 0.21
H -1.5055 0.1713 2.6079 0.20
H 0.0849 0.8781 2.3409 0.20
H -0.8869 0.3358 0.9850 0.19
```


> Which formula does entry 2 have?

C3H4N2OS


> Look up the total energy of the first one.

-2183.458441 a.u.


> The highest strongest force on any atom belongs to which entry?

C3H4N2OS